#1
The following is a quantum chemistry calculation of one molecule with the formula C5H6O, from the Open Molecules 2025 dataset.

Each atom is followed by the atoms it is bonded to, with distances in Å.
Geometry (Å):
1 C 2.79688 -0.15324 -0.22028  C2 1.226, H7 1.063
2 C 1.66325 0.28046 -0.39124  C1 1.226, C3 1.419
3 C 0.26084 0.25473 -0.60568  C2 1.419, C4 1.559, H8 1.200, H9 1.082
4 C -0.63410 -0.07142 0.62804  C3 1.559, C5 1.512, H10 1.094, H11 1.117
5 C -2.09698 -0.23337 0.28030  C4 1.512, O6 1.207, H12 1.114
6 O -2.55658 -0.02288 -0.81570  C5 1.207
7 H 3.67943 0.27913 0.18557  C1 1.063
8 H 0.80927 -0.41327 -1.43784  C3 1.200
9 H -0.26401 0.89078 -1.30543  C3 1.082
10 H -0.29696 -0.96955 1.15291  C4 1.094
11 H -0.60195 0.72041 1.41581  C4 1.117
12 H -2.75909 -0.56178 1.11353  C5 1.114

Output
Charge: 0
E_HOMO (eV): -9.2396
SMILES: C#CCCC=O



#2
The following is a quantum chemistry calculation of one molecule with the formula C5H6O, from the Open Molecules 2025 dataset.

Each atom is followed by the atoms it is bonded to, with distances in Å.
Geometry (Å):
1 C -2.57488 0.03486 0.23511  C2 1.347, H7 1.086, H9 1.086
2 C -1.25398 -0.16145 0.40851  C1 1.347, C3 1.432, H8 1.094
3 C -0.11750 -0.07446 -0.45838  C2 1.432, C4 1.443
4 C 1.09684 0.49634 0.07179  C3 1.443, C5 1.498, O6 1.440, H10 1.094
5 C 2.18429 -0.49970 0.33673  C4 1.498, O6 1.390, H11 1.090, H12 1.092
6 O 2.28157 0.37736 -0.73744  C4 1.440, C5 1.390
7 H -3.24395 -0.29652 1.02411  C1 1.086
8 H -1.01511 -0.53657 1.40794  C2 1.094
9 H -3.03416 0.56034 -0.59661  C1 1.086
10 H 1.11478 1.38482 0.71002  C4 1.094
11 H 2.03047 -1.55203 0.09982  C5 1.090
12 H 2.83887 -0.29946 1.18742  C5 1.092

Output
Charge: 0
E_HOMO (spin up / spin down) (eV): -8.2746 / -8.3702



#3
The following is a quantum chemistry calculation of one molecule with the formula C5H6O, from the Open Molecules 2025 dataset.

Each atom is followed by the atoms it is bonded to, with distances in Å.
Geometry (Å):
1 C 1.99814 -1.35222 -0.64783  C2 1.204, H7 1.068
2 C 1.00448 -0.79553 -0.25679  C1 1.204, C3 1.468
3 C -0.18039 -0.17077 0.34316  C2 1.468, C4 1.530, C5 1.525, H8 1.102
4 C -0.03732 1.32886 0.61235  C3 1.530, H9 1.093, H10 1.094, H11 1.093
5 C -1.45971 -0.49299 -0.42274  C3 1.525, O6 1.205, H12 1.109
6 O -2.38911 0.27021 -0.50205  C5 1.205
7 H 2.88252 -1.84079 -0.99291  C1 1.068
8 H -0.31752 -0.70070 1.29912  C3 1.102
9 H 0.85806 1.52721 1.20683  C4 1.093
10 H 0.03401 1.89011 -0.32387  C4 1.094
11 H -0.91573 1.68988 1.15244  C4 1.093
12 H -1.50612 -1.51002 -0.86268  C5 1.109

Output
Charge: 0
E_HOMO (eV): -9.9037
SMILES: C#C[C@@H](C)C=O



Relative energies, in hartree, with the most stable structure set to zero: #1 0.0784; #2 0.1213; #3 0.0000.



#1
The following is a quantum chemistry calculation of one molecule with the formula C6H6, from the Open Molecules 2025 dataset.

Each atom is followed by the atoms it is bonded to, with distances in Å.
Geometry (Å):
1 C 0.85292 0.72032 0.34000  C2 1.513, C3 1.560, C4 1.461, H7 1.044
2 C 0.47689 1.08809 -1.07856  C1 1.513, C4 1.717, C5 1.407
3 C -0.35203 0.26772 1.22173  C1 1.560, C6 1.475, H8 1.121, H9 1.178
4 C 0.69329 -0.49625 -0.45314  C1 1.461, C2 1.717, C5 1.634, C6 1.602, H10 1.095
5 C -0.57258 0.16566 -1.24717  C2 1.407, C4 1.634, C6 1.574, H11 1.080
6 C -0.80245 -0.59365 0.11175  C3 1.475, C4 1.602, C5 1.574, H12 1.153
7 H 1.82051 0.98692 0.62877  C1 1.044
8 H 0.15103 -0.53496 1.82199  C3 1.121
9 H -0.95885 1.08811 1.80994  C3 1.178
10 H 1.28045 -1.21915 -1.02996  C4 1.095
11 H -1.03366 -0.00615 -2.20849  C5 1.080
12 H -1.55552 -1.46669 0.08312  C6 1.153

Output
Charge: 0
E_HOMO (eV): -8.0138



#2
The following is a quantum chemistry calculation of one molecule with the formula C6H6, from the Open Molecules 2025 dataset.

Each atom is followed by the atoms it is bonded to, with distances in Å.
Geometry (Å):
1 C -1.80034 0.35504 0.25771  C2 1.499, H7 1.098, H8 1.095, H9 1.093
2 C -0.78127 -0.32679 -0.60425  C1 1.499, C3 1.293, C4 1.582
3 C -0.54776 -0.74791 -1.80433  C2 1.293
4 C 0.58454 -0.84346 0.00347  C2 1.582, C5 1.464, H10 1.099, H11 1.093
5 C 1.64351 0.16688 0.03026  C4 1.464, C6 1.204
6 C 2.52698 0.98483 0.04332  C5 1.204, H12 1.068
7 H -2.18319 -0.33696 1.01868  C1 1.098
8 H -1.35873 1.21433 0.77262  C1 1.095
9 H -2.65473 0.70989 -0.32488  C1 1.093
10 H 0.96694 -1.75879 -0.46909  C4 1.099
11 H 0.30069 -1.13570 1.01805  C4 1.093
12 H 3.30336 1.71864 0.05843  C6 1.068

Output
Charge: 0
E_HOMO (eV): -9.8995



Relative energies, in hartree, with the most stable structure set to zero: #1 0.0030; #2 0.0000.